Formula: C2H5INO
Source: OMol25
Level of theory: ωB97M-V/def2-TZVPD

```
10
Properties=species:S:1:pos:R:3
C -0.239 0.164 0.000
C 0.348 -1.117 0.529
N -0.045 1.433 3.132
O -0.480 1.814 2.071
I 0.526 -0.713 -6.910
H -0.433 0.918 0.949
H 0.341 0.763 -0.664
H -1.175 0.039 -0.474
H 1.356 -1.350 0.652
H -0.201 -1.952 0.716
```

The total charge is -1. Its electronic energy is -506.7731 Eh. The calculation puts the orbital gap (spin up / spin down) at 3.782 / 4.317 eV. For the energy relative to the best compared isomer or geometry (same formula, charge and spin), the calculation gives 6.9650 eV.